C40H56BrF6MoN3O7P2S3 as an isolated structure. Source: the OMol25 dataset; level of theory: ωB97M-V/def2-TZVPD.

```
119
Properties=species:S:1:pos:R:3
C 4.9099 -2.5916 -3.9932
H 5.9427 -2.2769 0.3000
O -1.3053 0.7061 0.1180
H 3.7598 -1.1388 -5.0687
N -1.4427 2.2604 2.9038
C -1.2135 -1.0055 -8.8327
H -2.0045 0.6985 -4.3648
H -3.3127 0.5471 -0.0593
C 0.3926 0.3237 -5.7259
H -0.2044 -4.0643 1.7427
H -1.4429 -4.2531 -1.4134
C 4.7870 1.8172 -1.7347
C -0.5052 -0.4617 -6.5830
O 0.0305 3.7790 1.6477
H 6.3811 -4.6273 -0.3255
H 5.0950 -3.9899 -1.3286
H -2.7918 -2.4499 -9.0051
C 3.6325 1.2915 0.9283
H 4.1464 1.2510 -2.4175
C -1.7847 3.4786 -0.8610
C 2.9378 2.2167 -0.0680
C -2.1523 -1.8962 -8.3309
H -2.9681 -2.7969 -6.5647
H 3.1397 -0.5432 -2.5641
H 3.4301 3.5020 -1.7363
C 2.5865 -2.5812 -2.6030
F -4.1375 0.6199 4.9492
O 1.8992 -0.8671 -0.1559
H 4.3222 1.8786 1.5431
H -1.8476 -4.5313 1.2547
H 5.3771 -0.7356 -3.0409
H 2.9954 -3.5478 -2.3083
H 4.6726 -5.6797 1.1781
C 3.7099 -2.2113 -4.8536
H 4.8455 -3.6475 -3.7138
H -3.3267 -1.6060 0.8407
H 2.7920 -3.9054 2.0055
H 6.0996 0.1504 -1.2305
C -3.3249 5.2476 -0.3328
C 0.6459 -1.2371 2.4643
C 4.9643 -1.7004 -2.7467
H 5.6522 -2.1263 -2.0140
O -2.2734 -0.1177 2.7426
C -1.2079 -3.6937 1.5365
C 1.0586 2.8995 3.8846
O -1.1597 0.6179 4.8096
H -3.0996 -1.5111 -0.9233
C -1.4373 -1.3789 -6.0923
C -4.2869 4.3173 0.0305
C 0.1658 0.7132 -4.4706
C 2.3967 -2.5406 -4.1240
H 4.6071 3.5228 -0.4368
H 2.2003 1.6548 -0.6536
H -5.2579 4.6377 0.3812
C 4.4740 0.2091 0.2310
C 3.5495 -1.4739 -2.1579
C 4.4085 -5.3811 0.1581
H -3.1095 0.9348 -2.5028
C -0.3935 -0.3030 -7.9667
H -1.6089 -3.2267 2.4360
H -3.4956 -3.0736 -0.1528
F 0.4185 3.6677 4.7482
H 2.6669 -4.7327 -0.9160
C 5.3492 -4.2735 -0.3022
F 1.4096 1.7616 4.4785
C -2.9564 -2.1319 -0.0394
H 3.7938 -1.9310 1.6939
H 5.0675 -0.2977 0.9986
F 2.1592 3.5159 3.4633
C -0.7319 -3.4372 -1.2728
Mo 0.1074 -0.3648 0.6951
S -0.0165 2.5767 2.4058
C -3.9799 2.9686 -0.0480
H 2.2938 -5.6674 0.5107
C 3.8234 -2.5185 0.7652
C -2.4669 1.0457 -0.5438
H 1.7735 -3.2067 0.7739
C 2.9637 -4.8962 0.1225
F -3.3642 2.6398 5.0532
H 1.6245 -2.4651 -2.1072
H 0.0271 3.7796 -1.3831
H -1.5054 -1.5713 -5.0293
C 3.9453 2.8670 -1.0124
Br 1.5467 1.6611 -3.5587
H -0.7397 -2.7943 -2.1541
H 5.5468 2.2949 -2.3560
H 2.3773 2.9794 0.4754
O 0.7138 1.4168 1.8334
F -4.3301 1.9411 3.2459
C 5.4603 0.8795 -0.7375
C -2.2544 -2.0861 -6.9603
H -4.7162 2.2316 0.2504
H 4.5246 -6.2666 -0.4681
C -2.0803 4.8317 -0.7767
H -1.1178 -0.8604 -9.9004
C -1.1031 0.6079 -3.7523
N -2.3986 0.4984 -1.9184
H -3.5388 6.3061 -0.2670
N -1.1633 0.4952 -2.4867
S 0.9152 -1.6955 3.8830
C 5.2557 -3.0644 0.6230
H 5.8417 -2.4779 -4.5483
H 5.5980 -3.3666 1.6170
H 0.3397 0.3898 -8.3619
S -1.9330 0.9558 3.6526
C 2.7666 -3.6255 0.9473
H 2.0117 -3.5077 -4.4545
C -2.7389 2.5297 -0.4928
H 1.6345 -1.7989 -4.3721
P -1.1952 -2.4713 0.1931
H 3.7464 -2.7204 -5.8166
P 3.3960 -1.1558 -0.3792
H 0.2663 -3.8566 -1.1484
H -1.3237 5.5595 -1.0480
C -3.5485 1.5965 4.2645
H 6.1248 1.4783 -0.1055
O -0.5711 3.0302 -1.2884
H 2.9128 0.8480 1.6159
H 1.3290 0.6209 -6.1854
```

HOMO energy (spin up / spin down)   -10.21 / -10.21 eV
Charge   +1
LUMO level (spin up / spin down)   -2.9 / -4.2 eV
DFT total energy   -200473.109 eV
Spin multiplicity   4
Relative energy (zero: lowest compared OMol25 entry of this formula, charge and spin)   3.8 kcal/mol

Here are the Mulliken charges for atoms 1 to 6, given in e: C -1.07; H 0.31; O 1.26; H 0.25; N -0.34; C -0.60